<i>
14
Properties=species:S:1:pos:R:3 method="wB97M-V/def2-TZVPD" homo_ha=-0.3102 smiles="NNC(=S)CC(=S)S" gap_ev=8.011 e_lumo_ev=-0.431 mol_weight_g_mol=166.3
N -1.58 2.17 0.27
N -1.88 0.90 -0.21
C -1.30 -0.25 0.15
S -2.03 -1.66 -0.31
C -0.05 -0.25 1.00
C 1.26 -0.10 0.16
S 2.20 -1.41 -0.01
S 1.73 1.47 -0.40
H -2.37 2.64 0.79
H -1.38 2.77 -0.59
H -2.67 0.76 -0.91
H -0.02 -1.18 1.60
H -0.16 0.50 1.76
H 0.97 2.14 0.56



<ii>
14
Properties=species:S:1:pos:R:3 method="wB97M-V/def2-TZVPD" homo_ha=-0.3397 gap_ev=8.584 e_lumo_ev=-0.659 mol_weight_g_mol=166.3
C -2.12 -1.58 0.58
C -0.54 0.53 -0.07
C 2.73 -0.02 0.30
H -3.16 -1.63 0.82
H -1.59 -1.58 1.88
H -1.39 -2.52 -0.09
H 1.68 0.47 -1.28
H 3.35 0.74 -0.19
H 1.76 -1.02 1.32
N 1.75 -0.49 -0.81
N 2.70 -0.58 1.40
S -2.19 0.35 0.18
S 0.03 1.97 -0.04
S 0.15 -1.10 -0.86



<i> comes first in stability; the runner-up is 3.660 eV higher.



<i>
6
Properties=species:S:1:pos:R:3 method="wB97M-V/def2-TZVPD" charge=-1 homo_ha=-0.1866 smiles="N=[S@](=O)([O-])Cl" gap_ev=8.959 e_lumo_ev=3.880 mol_weight_g_mol=114.5
N -1.19 -0.30 0.59
S 0.25 0.16 0.21
O 1.06 0.62 1.31
O 0.29 1.05 -1.36
Cl 1.34 -1.56 -0.48
H -1.75 0.03 -0.27



<ii>
6
Properties=species:S:1:pos:R:3 method="wB97M-V/def2-TZVPD" charge=-1 homo_ha=-0.1262 gap_ev=7.369 e_lumo_ev=3.935 mol_weight_g_mol=114.5
N 0.39 -0.77 -0.04
O 2.34 0.49 -2.10
O -0.02 1.07 -2.24
S 0.93 0.01 -2.20
Cl -0.70 -2.04 -0.34
H -0.26 0.05 0.08



<ii> comes first in stability; the runner-up is 0.259 eV higher.



<i>
61
Properties=species:S:1:pos:R:3 method="wB97M-V/def2-TZVPD" charge=+1 homo_ha=-0.4551 gap_ev=10.066 e_lumo_ev=-2.318 mol_weight_g_mol=337.4
N -0.19 0.17 0.73
C -0.89 1.41 0.20
C -1.95 1.83 1.26
C -1.52 2.69 2.49
C -3.14 2.46 0.51
C 0.09 2.54 -0.09
N 1.33 2.08 -0.70
H 0.41 -0.32 0.05
H -0.92 -0.53 0.93
H 0.29 0.46 1.59
H -1.38 1.11 -0.72
H -2.31 0.90 1.69
H -2.19 3.52 2.64
H -0.50 3.03 2.39
H -1.60 2.02 3.35
H -4.04 1.85 0.56
H -2.95 2.58 -0.56
H -3.46 3.45 0.82
H 0.30 3.22 0.73
H -0.43 3.18 -0.82
H 1.88 2.87 -1.02
H 1.81 1.56 0.03
H -1.83 -3.19 1.51
H -0.70 -3.03 2.53
O -0.93 -3.46 1.70
H -2.46 -0.68 -2.22
H -3.00 0.76 -2.44
O -2.19 0.25 -2.39
H 3.38 -0.63 0.39
H 4.37 -1.62 1.04
O 3.58 -1.09 1.22
H 2.67 0.32 2.00
H 2.11 1.51 2.77
O 2.12 1.11 1.88
H 1.56 -1.76 2.40
H 1.47 -2.58 3.75
O 0.99 -2.04 3.12
H 2.86 -1.12 -1.82
H 2.18 0.10 -2.04
O 2.48 -0.43 -1.26
H -0.74 0.85 -4.42
H -0.42 -0.22 -3.39
O -0.17 0.09 -4.27
H 1.64 -2.90 0.00
H 0.15 -3.10 0.30
O 0.78 -2.49 -0.14
H -2.41 -1.90 -0.28
H -3.36 -1.19 0.84
O -2.49 -1.54 0.63
H 1.36 1.48 -2.50
H 1.12 0.86 -3.94
O 1.80 1.14 -3.32
H 1.67 3.63 4.13
H 1.34 2.38 4.96
O 1.68 2.66 4.10
H 0.39 -2.01 -3.99
H 0.71 -2.72 -2.66
O 0.02 -2.61 -3.33
H -2.76 -3.08 -2.39
H -1.35 -2.46 -2.27
O -2.27 -2.41 -1.90



<ii>
61
Properties=species:S:1:pos:R:3 method="wB97M-V/def2-TZVPD" charge=+1 homo_ha=-0.4088 gap_ev=8.618 e_lumo_ev=-2.506 mol_weight_g_mol=337.4
N -0.79 -0.94 -0.33
C -0.59 -0.94 -1.83
C -0.57 -2.39 -2.48
C -1.97 -2.92 -2.96
C 0.54 -2.49 -3.52
C -1.81 -0.12 -2.45
N -2.02 1.22 -1.98
H -0.57 0.01 0.09
H -0.11 -1.59 0.16
H -1.72 -1.29 -0.06
H 0.40 -0.42 -1.87
H -0.33 -3.18 -1.68
H -2.00 -2.82 -4.07
H -2.86 -2.49 -2.42
H -2.24 -4.00 -2.76
H 0.42 -1.84 -4.35
H 0.65 -3.52 -3.91
H 1.46 -2.12 -3.07
H -2.72 -0.74 -2.26
H -1.82 0.00 -3.53
H -2.27 1.37 -1.03
H -1.37 1.90 -2.30
H 0.85 -1.73 2.22
H 1.91 -0.98 1.55
O 0.99 -1.19 1.41
H 1.58 2.69 -2.63
H 2.64 1.49 -2.87
O 2.40 2.27 -2.38
H 1.17 -3.23 4.16
H 0.53 -1.94 4.66
O 0.49 -2.60 3.93
H -3.86 0.39 2.00
H -2.42 0.06 2.44
O -2.96 0.31 1.67
H 0.68 -3.90 0.54
H 1.20 -5.31 0.57
O 0.83 -4.65 -0.02
H -1.60 2.12 0.91
H -1.34 3.18 -0.02
O -2.11 2.89 0.46
H 3.85 4.37 -0.79
H 4.36 3.12 -0.19
O 4.00 3.96 0.07
H 0.84 1.58 4.54
H -0.64 1.28 4.11
O 0.25 0.93 4.15
H 3.88 0.70 1.14
H 4.25 -0.69 0.83
O 3.73 -0.20 1.48
H -0.56 4.32 -3.66
H -1.46 4.66 -2.35
O -0.90 4.04 -2.81
H -2.41 -2.40 4.38
H -1.75 -1.68 5.33
O -2.18 -1.48 4.48
H 2.49 3.86 1.06
H 1.23 4.52 1.27
O 1.63 3.65 1.46
H 0.51 2.39 1.82
H 0.22 0.88 2.11
O -0.05 1.63 1.56



<iii>
61
Properties=species:S:1:pos:R:3 method="wB97M-V/def2-TZVPD" charge=+1 homo_ha=-0.4219 gap_ev=9.307 e_lumo_ev=-2.172 mol_weight_g_mol=337.4
N 2.09 -1.12 -0.74
C 0.84 -1.35 0.08
C -0.24 -2.24 -0.57
N -0.22 -2.03 -2.03
C -1.50 -1.36 -2.42
C -1.81 -1.44 -3.93
C -0.01 -3.27 -2.79
H 2.10 -1.62 -1.65
H 2.22 -0.12 -0.98
H 2.96 -1.40 -0.30
H 1.18 -1.63 1.06
H 0.42 -0.34 0.22
H -1.15 -1.90 -0.12
H -0.05 -3.30 -0.35
H -1.26 -0.32 -2.23
H -2.35 -1.66 -1.82
H -2.45 -2.25 -4.24
H -2.28 -0.47 -4.23
H -0.87 -1.44 -4.51
H 0.82 -3.81 -2.30
H 0.16 -3.06 -3.88
H -0.80 -4.09 -2.67
H 1.48 -1.58 -4.72
H 2.84 -2.30 -4.50
O 2.28 -1.59 -4.20
H -2.43 3.55 -0.61
H -2.64 2.05 -0.90
O -1.99 2.81 -1.03
H -0.88 -1.52 2.64
H -0.86 -0.20 3.17
O -1.41 -0.72 2.53
H 0.55 3.63 1.03
H -0.41 3.23 2.22
O 0.53 3.52 1.99
H -1.83 -0.43 0.77
H -3.30 -0.28 0.20
O -2.37 -0.03 0.05
H -4.97 -1.01 1.46
H -5.36 0.24 0.50
O -4.77 -0.09 1.17
H -1.61 2.11 0.77
H -1.65 1.57 2.19
O -1.76 2.40 1.68
H 3.52 -1.61 2.09
H 4.99 -1.87 1.44
O 4.06 -1.69 1.28
H 2.00 -1.20 3.97
H 1.93 -0.08 2.91
O 2.03 -1.06 3.02
H 0.66 3.64 -2.30
H -0.23 2.67 -1.40
O 0.67 3.04 -1.53
H 0.06 1.99 4.60
H -1.11 1.02 5.27
O -0.74 1.46 4.51
H 1.29 2.26 2.56
H 2.68 2.06 3.17
O 1.84 1.61 3.10
H 2.36 0.98 -2.99
H 1.75 2.00 -1.86
O 2.30 1.19 -2.07



<i> comes first in stability; the runner-up is 1.197 eV higher.